# 1
Entry from the Open Molecules 2025 dataset: a 2-piece molecular cluster, C16H29FINO2P2 overall (wB97M-V/def2-TZVPD).

gap between HOMO and LUMO	7.167	eV
lowest unoccupied orbital energy	0.34	eV

Geometry as ORCA input:
```
! wB97M-V def2-TZVPD RIJCOSX def2/J DEFGRID3
* xyz 0 1
C -0.379 2.690 -1.242
C 0.063 1.839 -0.197
C 1.310 0.852 -0.407
P 1.308 -0.593 0.866
C 0.793 -0.155 2.588
C 1.782 0.015 3.783
O 1.780 -1.227 4.542
C 1.085 1.093 4.798
N 1.313 0.800 6.225
C 3.178 -0.557 1.090
I 3.902 -2.399 2.090
C 3.946 -0.614 -0.340
C 4.788 0.721 -0.638
P -0.877 -0.846 0.384
C -1.286 -2.590 1.015
O -1.091 -0.943 -1.310
H -1.474 2.779 -1.471
H 0.384 3.307 -1.785
H -0.481 1.948 0.777
H 2.216 1.522 -0.220
H 1.291 0.462 -1.460
H 1.445 -1.968 0.392
H 0.019 -0.928 2.918
H 0.177 0.805 2.528
H 2.802 0.435 3.606
H 2.698 -1.492 4.726
H 1.599 2.090 4.591
H -0.027 1.161 4.632
H 0.584 0.173 6.559
H 2.250 0.457 6.422
H 3.588 0.376 1.578
H 4.725 -1.441 -0.353
H 3.242 -0.886 -1.187
H 5.877 0.488 -0.868
H 4.803 1.448 0.221
H 4.359 1.214 -1.556
H -2.265 -2.653 1.568
H -0.474 -2.935 1.732
H -1.323 -3.350 0.176
H -2.022 -0.737 -1.519
F -3.667 0.138 -2.091
C -4.150 0.054 -3.346
C -5.500 0.264 -3.569
C -5.997 0.182 -4.864
C -5.139 -0.119 -5.919
C -3.786 -0.331 -5.680
C -3.286 -0.239 -4.387
H -6.153 0.488 -2.734
H -7.050 0.351 -5.052
H -5.529 -0.186 -6.929
H -3.120 -0.569 -6.501
H -2.233 -0.393 -4.183
*
```

# 2
Entry from the Open Molecules 2025 dataset: a 8-piece molecular cluster, C44H68Br2N3O24 overall (wB97M-V/def2-TZVPD).

gap between HOMO and LUMO	8.459	eV
lowest unoccupied orbital energy	-3.23	eV

Geometry as ORCA input:
```
! wB97M-V def2-TZVPD RIJCOSX def2/J DEFGRID3
* xyz 1 1
C 3.939 0.027 -3.318
C 3.238 1.358 -3.911
C 2.160 1.867 -2.809
C 2.426 0.921 -5.230
C 3.060 1.478 -6.618
C 2.294 2.819 -7.020
C 0.807 2.938 -7.383
C -0.376 1.886 -7.522
Br 0.184 -0.010 -7.639
C -1.555 2.093 -6.382
C -2.791 2.889 -7.091
Br -2.193 0.263 -5.857
N 0.551 4.351 -7.642
C 1.773 5.085 -7.487
C 1.710 6.653 -7.777
C 2.759 7.546 -6.955
C 2.586 7.504 -5.366
N 1.686 6.620 -4.620
O 3.338 8.288 -4.697
N 2.840 4.195 -7.127
C 4.258 4.587 -6.911
C 4.629 4.956 -5.400
O 3.945 4.706 -4.389
O 5.898 5.620 -5.205
H 4.008 0.130 -2.180
H 3.286 -0.906 -3.526
H 4.995 -0.062 -3.743
H 3.994 2.192 -4.103
H 1.226 1.181 -2.792
H 2.644 1.742 -1.773
H 1.878 2.968 -2.920
H 2.299 -0.226 -5.322
H 1.350 1.333 -5.168
H 4.177 1.749 -6.468
H 2.998 0.726 -7.475
H -0.909 2.125 -8.523
H -1.196 2.699 -5.482
H -2.997 2.502 -8.156
H -3.774 2.773 -6.514
H -2.444 3.980 -7.192
H -0.402 4.638 -7.894
H 0.654 7.014 -7.479
H 1.852 6.868 -8.907
H 2.562 8.644 -7.267
H 3.861 7.358 -7.254
H 2.012 6.681 -3.638
H 0.695 6.883 -4.713
H 4.905 3.681 -7.231
H 4.522 5.415 -7.675
H 5.876 6.403 -5.820
C -2.742 0.073 -0.510
C -2.052 -1.033 -1.279
C -1.465 -2.100 -0.404
O -0.403 -2.602 -1.212
C -0.016 -1.581 -2.024
O 0.979 -1.588 -2.701
O -0.901 -0.544 -1.966
H -3.183 0.795 -1.203
H -3.534 -0.323 0.129
H -2.031 0.628 0.108
H -2.736 -1.455 -2.024
H -2.183 -2.889 -0.175
H -1.044 -1.719 0.527
C -6.266 -0.317 4.303
C -5.572 -1.421 3.533
C -4.981 -2.486 4.406
O -3.918 -2.984 3.599
C -3.535 -1.962 2.789
O -2.541 -1.966 2.111
O -4.422 -0.928 2.846
H -6.708 0.401 3.613
H -7.055 -0.716 4.941
H -5.556 0.240 4.921
H -6.255 -1.845 2.788
H -5.696 -3.278 4.636
H -4.560 -2.104 5.340
C -0.542 -6.037 5.077
C -1.013 -5.070 6.141
C -1.228 -5.705 7.481
O -2.210 -4.857 8.067
C -2.917 -4.315 7.038
O -3.940 -3.701 7.165
O -2.312 -4.565 5.839
H -0.364 -5.507 4.138
H 0.384 -6.533 5.376
H -1.301 -6.796 4.868
H -0.326 -4.219 6.207
H -0.319 -5.718 8.083
H -1.635 -6.720 7.425
C 3.961 -1.610 7.433
C 2.758 -2.517 7.296
C 1.812 -2.445 8.458
O 1.199 -3.730 8.432
C 2.104 -4.580 7.861
O 2.002 -5.779 7.848
O 3.143 -3.889 7.309
H 4.587 -1.676 6.540
H 3.660 -0.569 7.567
H 4.589 -1.910 8.277
H 2.244 -2.320 6.348
H 1.066 -1.658 8.337
H 2.313 -2.318 9.422
C 9.629 -0.203 4.539
C 8.465 -0.485 5.464
C 7.248 -1.010 4.761
O 6.196 -0.594 5.624
C 6.639 0.526 6.264
O 5.947 1.249 6.921
O 7.973 0.716 6.054
H 10.494 0.136 5.115
H 9.913 -1.095 3.978
H 9.389 0.599 3.835
H 8.780 -1.153 6.273
H 7.262 -2.098 4.665
H 7.086 -0.566 3.774
C -10.541 4.284 4.418
C -9.317 3.578 4.960
C -8.415 3.029 3.894
O -7.778 1.946 4.561
C -8.647 1.522 5.527
O -8.525 0.511 6.156
O -9.678 2.403 5.679
H -11.133 4.696 5.239
H -10.262 5.101 3.748
H -11.193 3.590 3.881
H -8.773 4.239 5.644
H -7.679 3.762 3.556
H -8.952 2.636 3.025
C 0.565 -4.765 -4.585
C -0.638 -5.671 -4.723
C -1.582 -5.601 -3.558
O -2.194 -6.884 -3.587
C -1.294 -7.733 -4.160
O -1.398 -8.925 -4.174
O -0.253 -7.042 -4.714
H 1.190 -4.829 -5.481
H 0.264 -3.723 -4.447
H 1.195 -5.066 -3.744
H -1.154 -5.472 -5.669
H -2.329 -4.813 -3.676
H -1.079 -5.476 -2.594
*
```

# 3
Entry from the Open Molecules 2025 dataset: a 3-piece molecular cluster, C3H6N2O3S2 overall (wB97M-V/def2-TZVPD).

gap between HOMO and LUMO	6.580	eV
energy above the lowest of the compared OMol25 structures with the same formula, charge and spin	31.33	kcal per mole
lowest unoccupied orbital energy	-1.62	eV

Geometry as ORCA input:
```
! wB97M-V def2-TZVPD RIJCOSX def2/J DEFGRID3
* xyz 0 1
C 2.078 -1.646 0.097
C 1.029 0.667 -0.042
C 0.370 1.453 0.974
N 0.584 0.710 -1.262
N 2.525 -1.649 1.197
O 1.556 -2.004 -0.875
O -4.435 -1.557 -1.049
O -2.256 -0.783 -0.303
S -1.211 2.253 0.325
S -3.219 -1.877 -0.384
H 1.050 2.239 1.352
H -0.135 0.710 1.802
H -0.251 1.226 -1.449
H 0.966 0.108 -1.942
H 2.766 -0.887 1.758
H -1.416 1.037 -0.199
*
```

# 4
Entry from the Open Molecules 2025 dataset: a 2-piece molecular cluster, CH4SSi overall (wB97M-V/def2-TZVPD).

gap between HOMO and LUMO (spin up / spin down)	6.149 / 6.138	eV
energy above the lowest of the compared OMol25 structures with the same formula, charge and spin	132.82	kcal per mole
lowest unoccupied orbital energy (spin up / spin down)	-2.87 / -2.87	eV

Geometry as ORCA input:
```
! wB97M-V def2-TZVPD RIJCOSX def2/J DEFGRID3
* xyz 0 1
C 0.910 -0.430 -0.291
Si -0.858 -0.009 0.226
S 2.876 0.780 0.520
H 1.115 -0.629 -1.351
H -1.388 0.883 -0.742
H -0.808 0.559 1.557
H -1.847 -1.155 0.081
*
```

# 5
Entry from the Open Molecules 2025 dataset: C2H17O9Sr as an isolated structure (wB97M-V/def2-TZVPD).

gap between HOMO and LUMO	2.786	eV
energy above the lowest of the compared OMol25 structures with the same formula, charge and spin	204.39	kcal per mole
lowest unoccupied orbital energy	-5.78	eV

Geometry as ORCA input:
```
! wB97M-V def2-TZVPD RIJCOSX def2/J DEFGRID3
* xyz 1 1
Sr 14.161 7.659 -20.975
C 18.691 2.314 -19.620
C 17.850 3.620 -19.694
O 18.415 4.776 -19.721
O 16.597 3.589 -19.564
H 18.077 1.414 -19.588
H 19.255 2.284 -18.688
H 19.403 2.290 -20.445
O 11.171 4.909 -22.083
H 11.380 4.039 -22.423
H 10.223 4.894 -21.952
O 17.100 10.551 -22.012
H 17.180 11.464 -22.289
H 17.932 10.359 -21.579
O 11.085 7.124 -17.796
H 10.800 6.251 -17.527
H 10.766 7.704 -17.104
O 16.029 9.034 -17.343
H 16.126 9.833 -16.826
H 16.810 8.519 -17.138
O 12.618 11.679 -19.416
H 13.188 12.314 -18.982
H 12.035 12.212 -19.958
O 12.196 9.711 -24.136
H 12.130 10.653 -24.293
H 11.683 9.315 -24.841
O 16.035 5.892 -24.312
H 16.093 6.156 -25.230
H 16.353 4.989 -24.301
*
```

# 6
Entry from the Open Molecules 2025 dataset: C16H25INO5P2SY as an isolated structure (wB97M-V/def2-TZVPD).

gap between HOMO and LUMO	6.276	eV
lowest unoccupied orbital energy	-8.24	eV

Geometry as ORCA input:
```
! wB97M-V def2-TZVPD RIJCOSX def2/J DEFGRID3
* xyz 2 1
C -1.563 -0.248 -3.910
C -0.368 -0.236 -3.040
H -1.510 -1.100 -4.612
H -1.631 0.676 -4.502
H -2.470 -0.346 -3.286
O -0.294 -1.022 -2.015
I -2.099 1.681 -0.791
Y -0.380 -0.737 0.133
P -3.044 -1.593 0.838
C -3.283 -2.960 2.009
C -4.092 -0.292 1.594
H -5.103 -0.696 1.761
H -5.084 -2.454 -0.188
H -4.129 0.583 0.928
H -4.251 -1.281 -1.257
H -2.663 -2.781 2.896
H -3.644 0.015 2.551
C -4.107 -2.118 -0.563
H -4.339 -3.019 2.304
H -3.621 -2.942 -1.100
H -2.970 -3.903 1.550
P 1.107 0.760 -3.431
C 2.482 -0.234 -2.859
C 1.178 1.132 -5.179
H 0.121 2.738 -2.458
H 1.844 2.967 -2.964
H 1.443 2.062 -1.447
C 1.123 2.288 -2.479
H 0.354 1.803 -5.460
H 2.132 1.640 -5.386
H 3.389 0.075 -3.399
H 2.297 -1.302 -3.046
H 1.125 0.213 -5.780
H 2.618 -0.061 -1.777
C 0.085 -3.246 0.776
O 0.369 -4.297 1.143
O 1.768 -1.969 3.965
S 1.094 -0.729 3.709
O -0.183 -0.454 4.312
N 0.906 -0.552 2.038
C 1.673 0.376 1.457
O 1.512 0.554 0.181
C 2.480 1.105 2.430
C 3.279 2.230 2.209
C 3.783 2.904 3.316
C 3.499 2.460 4.616
C 2.727 1.316 4.830
C 2.208 0.663 3.721
H 3.473 2.562 1.187
H 4.384 3.800 3.175
H 3.875 3.022 5.467
H 2.500 0.946 5.830
*
```

# 7
Entry from the Open Molecules 2025 dataset: C26H63N5O16V3 as an isolated structure (wB97M-V/def2-TZVPD).

gap between HOMO and LUMO (spin up / spin down)	6.972 / 2.956	eV
lowest unoccupied orbital energy (spin up / spin down)	-8.35 / -12.37	eV

Geometry as ORCA input:
```
! wB97M-V def2-TZVPD RIJCOSX def2/J DEFGRID3
* xyz 3 5
O -21.565 -18.126 -20.496
V -21.693 -16.560 -20.795
O -21.486 -12.685 -21.429
V -20.286 -13.241 -20.492
O -17.481 -16.230 -18.375
V -19.004 -15.908 -18.548
C -19.106 -15.648 -21.354
O -19.390 -16.665 -20.781
O -20.110 -15.082 -21.683
O -18.677 -14.846 -20.509
C -21.594 -14.848 -18.596
O -22.011 -14.640 -19.736
O -21.263 -16.030 -18.530
O -20.580 -14.163 -18.532
C -20.524 -17.994 -23.826
O -21.492 -17.272 -23.102
C -22.441 -16.614 -23.959
C -23.357 -15.796 -23.097
N -23.685 -16.590 -21.894
C -24.742 -15.932 -21.179
C -25.105 -16.771 -19.936
O -23.904 -17.031 -19.203
C -24.191 -18.039 -18.209
H -19.905 -18.531 -23.109
H -19.907 -17.364 -24.467
H -21.055 -18.706 -24.458
H -22.973 -17.353 -24.558
H -21.930 -15.969 -24.673
H -24.216 -15.578 -23.731
H -22.752 -14.951 -22.770
H -24.145 -17.372 -22.338
H -25.574 -15.784 -21.867
H -24.401 -14.925 -20.938
H -25.709 -17.593 -20.320
H -25.829 -16.221 -19.335
H -24.468 -19.001 -18.641
H -24.931 -17.795 -17.447
H -23.302 -18.254 -17.615
C -17.003 -19.102 -15.165
O -17.977 -18.128 -15.601
C -18.135 -17.097 -14.666
C -19.381 -16.210 -15.105
N -19.113 -15.351 -16.234
C -17.995 -14.471 -15.972
C -17.994 -13.175 -16.850
O -17.621 -13.528 -18.234
C -16.249 -13.328 -18.513
H -15.990 -18.876 -15.498
H -17.159 -20.150 -15.420
H -16.905 -19.071 -14.079
H -17.261 -16.522 -14.362
H -18.379 -17.582 -13.721
H -19.644 -15.584 -14.252
H -20.249 -16.834 -15.312
H -19.909 -14.734 -16.161
H -17.015 -14.939 -15.886
H -18.166 -14.052 -14.980
H -17.323 -12.460 -16.374
H -18.960 -12.670 -16.817
H -16.149 -13.347 -19.598
H -15.692 -14.170 -18.103
H -15.786 -12.393 -18.195
C -13.804 -16.104 -16.569
C -13.689 -17.031 -17.718
C -13.818 -16.266 -19.083
O -15.094 -16.522 -19.650
C -15.290 -15.843 -20.901
N -12.363 -17.602 -17.595
H -13.746 -16.614 -15.607
H -14.700 -15.483 -16.558
H -12.960 -15.424 -16.459
H -14.440 -17.817 -17.644
H -13.066 -16.658 -19.767
H -13.723 -15.187 -18.964
H -15.531 -14.781 -20.872
H -16.188 -16.174 -21.422
H -14.472 -15.976 -21.609
H -12.334 -18.366 -18.255
H -11.687 -16.890 -17.830
C -17.587 -19.577 -18.737
C -19.105 -19.338 -18.679
C -19.882 -20.648 -18.268
O -21.304 -20.465 -18.377
C -22.071 -21.623 -18.253
N -19.331 -18.228 -17.844
H -17.368 -20.390 -19.429
H -17.184 -19.945 -17.794
H -17.084 -18.690 -19.122
H -19.464 -19.122 -19.686
H -19.567 -20.921 -17.261
H -19.580 -21.505 -18.871
H -21.652 -22.372 -18.926
H -23.083 -21.370 -18.569
H -22.055 -21.983 -17.224
H -20.327 -18.218 -17.677
H -18.920 -18.480 -16.956
C -19.637 -9.031 -19.199
C -19.735 -10.330 -19.970
C -18.392 -10.752 -20.687
O -18.633 -11.998 -21.340
C -17.518 -12.332 -22.218
N -20.275 -11.428 -19.180
H -20.683 -8.772 -19.037
H -19.112 -8.237 -19.730
H -19.114 -9.189 -18.256
H -20.419 -10.149 -20.799
H -17.540 -10.854 -20.014
H -18.151 -9.993 -21.432
H -16.570 -12.122 -21.723
H -17.449 -11.754 -23.140
H -17.607 -13.377 -22.515
H -21.195 -11.101 -18.922
H -19.797 -11.440 -18.290
*
```

# 8
Entry from the Open Molecules 2025 dataset: C28H24IrN6O4 as an isolated structure (wB97M-V/def2-TZVPD).

gap between HOMO and LUMO (spin up / spin down)	8.225 / 6.048	eV
energy above the lowest of the compared OMol25 structures with the same formula, charge and spin	0.00	kcal per mole
lowest unoccupied orbital energy (spin up / spin down)	-6.42 / -8.57	eV

Geometry as ORCA input:
```
! wB97M-V def2-TZVPD RIJCOSX def2/J DEFGRID3
* xyz 2 2
Ir 0.178 0.880 -0.162
C 4.472 0.730 -0.784
C 4.918 0.648 0.522
C 3.994 0.638 1.560
C 2.648 0.715 1.269
N 2.225 0.799 -0.023
C 3.108 0.800 -1.019
C 1.586 0.727 2.308
C 1.745 0.594 3.676
C 0.612 0.643 4.482
C -0.654 0.794 3.931
C -0.759 0.913 2.553
N 0.354 0.899 1.820
C -1.998 1.020 1.738
C -3.264 1.131 2.279
C -4.364 1.196 1.434
C -4.170 1.138 0.065
C -2.879 1.029 -0.422
N -1.821 0.982 0.389
H 5.159 0.740 -1.617
H 5.976 0.594 0.739
H 4.328 0.579 2.585
H 2.696 0.851 -2.018
H 2.721 0.456 4.117
H 0.718 0.550 5.554
H -1.528 0.809 4.564
H -3.395 1.171 3.351
H -5.360 1.287 1.845
H -5.000 1.176 -0.626
H -2.675 0.967 -1.483
O 0.564 5.376 1.429
C 0.674 4.347 0.811
O 1.352 3.390 1.368
C 0.062 4.081 -0.528
C -0.349 5.198 -1.228
C -0.810 5.064 -2.527
C -0.814 3.800 -3.080
C -0.412 2.720 -2.315
N 0.000 2.827 -1.036
C -0.385 1.346 -2.943
O -0.738 1.179 -4.080
O 0.034 0.423 -2.123
H -0.267 6.158 -0.735
H -1.131 5.926 -3.096
H -1.121 3.601 -4.098
N 0.192 -1.117 0.120
C 0.171 -2.250 -0.127
N 0.147 -3.510 -0.381
C 0.944 -4.074 -1.499
C 0.024 -4.803 -2.464
C -0.834 -5.831 -1.730
C -1.646 -5.172 -0.618
C -0.738 -4.441 0.358
H 1.676 -4.758 -1.062
H 1.476 -3.255 -1.981
H 0.637 -5.284 -3.227
H -0.613 -4.074 -2.973
H -0.192 -6.608 -1.304
H -1.502 -6.328 -2.433
H -2.218 -5.916 -0.063
H -2.361 -4.464 -1.046
H -0.094 -5.142 0.894
H -1.300 -3.863 1.091
*
```